The following is a quantum chemistry calculation of C4H12N4 in the gas phase, from the Open Molecules 2025 dataset.

As for the molar mass: 116.2 Da. As for the charge: 0. The value obtained for the HOMO energy is -8.153 eV. Its max |F| is 3.6 eV Å⁻¹. For the HOMO-LUMO gap, the calculation gives 9.17 eV. As for the lowest unoccupied orbital energy: 1.014 eV.

Last column: Löwdin charge in e.
Element x y z (Å)
1 C 2.31 -1.27 -0.34  -0.1119
2 C 2.15 0.22 -0.14  -0.2535
3 N 0.69 0.50 -0.13  -0.2963
4 C 0.34 1.89 0.03  -0.1194
5 N 0.17 -0.22 0.92  0.0128
6 C -1.00 -0.71 0.74  -0.1935
7 N -1.71 -0.73 -0.48  -0.0857
8 N -2.95 -0.04 -0.25  -0.0170
9 H 1.97 -1.76 0.59  0.0638
10 H 1.79 -1.66 -1.25  0.0830
11 H 3.41 -1.52 -0.45  0.0827
12 H 2.44 0.80 -1.03  0.1088
13 H 2.77 0.62 0.68  0.1138
14 H -0.77 2.22 -0.06  0.0955
15 H 0.63 2.48 0.94  0.0862
16 H 0.85 2.44 -0.79  0.0795
17 H -1.50 -1.17 1.53  0.0897
18 H -1.06 -0.25 -1.17  0.1325
19 H -2.93 0.94 -0.58  0.0784
20 H -3.78 -0.47 -0.58  0.0505